Record 1
Below is a structure of composition C26H42N8O5RuS2, with properties calculated with ωB97M-V/def2-TZVPD.

Results
Relative energy (zero: lowest compared OMol25 entry of this formula, charge and spin), eV: 3.234
<S²>: 8.79
HOMO (alpha / beta), eV: -12.5 / -16.2
Max |F|, Eh/bohr: 0.1401

ORCA input file:
```
! RIJCOSX wB97M-V def2-TZVPD def2/J DEFGRID3
* xyz 3 6
Ru 0.17 0.93 -0.52
N 0.74 4.55 -0.84
C -0.58 5.24 -0.46
C -0.85 4.99 1.04
C -1.32 3.57 1.31
N -0.27 2.57 1.20
C -2.52 3.15 0.43
C -2.25 3.45 -1.10
N -1.26 2.45 -1.64
C -1.77 4.88 -1.34
H 1.53 4.96 -0.38
H 0.95 4.61 -1.86
H 0.82 3.56 -0.60
H -0.35 6.28 -0.61
H -1.73 5.61 1.26
H 0.09 5.24 1.59
H -1.68 3.57 2.39
H -0.49 1.81 1.82
H 0.66 2.86 1.59
H -3.38 3.78 0.71
H -2.77 2.08 0.53
H -3.15 3.42 -1.70
H -1.03 2.73 -2.59
H -1.81 1.63 -1.93
H -2.58 5.58 -1.03
H -1.46 5.08 -2.41
C 3.07 -1.24 1.05
C 3.02 0.17 1.52
C 4.26 0.67 2.25
O 2.12 0.95 1.12
H 4.05 -1.29 0.55
H 2.16 -1.32 0.40
H 2.97 -1.86 1.99
H 4.49 -0.11 3.02
H 4.09 1.62 2.74
H 5.11 0.62 1.56
C 5.33 2.05 -2.87
N 3.89 2.03 -2.70
C 2.96 2.16 -3.73
C 1.75 1.93 -3.19
N 1.89 1.70 -1.86
C 3.17 1.74 -1.59
H 5.80 1.54 -2.04
H 5.75 3.05 -2.93
H 5.59 1.58 -3.81
H 3.30 2.23 -4.75
H 0.85 1.86 -3.74
H 3.65 1.54 -0.67
O -2.52 -4.36 7.83
S -2.40 -4.22 9.22
O -3.49 -3.69 9.98
O -1.18 -4.50 9.85
C -2.01 -6.18 2.82
N -3.18 -6.69 2.79
C -4.18 -5.86 2.50
C -3.95 -4.54 2.14
C -2.63 -4.18 2.06
N -1.59 -4.96 2.46
C -2.16 -2.83 1.57
C -2.76 -2.17 0.49
C -2.15 -0.97 0.09
N -1.06 -0.43 0.64
C -0.47 -1.18 1.64
C -1.04 -2.33 2.11
H -5.17 -6.25 2.56
H -4.79 -3.86 1.98
H -3.63 -2.62 0.02
H -2.72 -0.42 -0.70
H 0.43 -0.73 2.12
H -0.41 -2.82 2.86
O 0.07 -0.71 -2.11
S 0.93 -1.91 -2.53
C 0.18 -2.22 -4.17
C -0.14 -3.73 -4.22
C -0.56 -4.13 -2.82
C 0.43 -3.51 -1.86
H 0.89 -1.86 -4.91
H -0.71 -1.59 -4.15
H 0.74 -4.29 -4.54
H -0.93 -3.93 -4.97
H -0.61 -5.22 -2.65
H -1.53 -3.76 -2.58
H 1.36 -4.06 -1.84
H -0.01 -3.51 -0.82
*
```

Atom charges from the Mulliken analysis, given in e for atoms 1 to 2:
1 Ru 1.7541
2 N 0.2155

***

Record 2
Below is a structure of composition C36H45As2N7O8Ti, with properties calculated with ωB97M-V/def2-TZVPD.

Results
Relative energy (zero: lowest compared OMol25 entry of this formula, charge and spin), eV: 0.245
HOMO (alpha / beta), eV: -12.2 / -12.2
Max |F|, Eh/bohr: 0.0110

ORCA input file:
```
! RIJCOSX wB97M-V def2-TZVPD def2/J DEFGRID3
* xyz 2 1
Ti 0.08 -0.03 1.77
C -0.81 1.04 4.46
C -0.79 2.35 3.68
N -0.68 2.09 2.21
C 0.12 3.10 1.49
C 1.58 2.78 1.69
C 2.55 3.75 1.81
C 3.87 3.36 2.00
C 4.16 2.01 2.08
C 3.13 1.09 1.95
C 3.38 -0.39 2.01
N 2.21 -1.06 2.59
C 2.22 -1.15 4.08
C 0.83 -0.91 4.64
N 0.33 0.27 3.92
N 1.86 1.46 1.75
H -1.73 0.48 4.31
H -0.69 1.24 5.53
H 0.08 2.94 3.98
H -1.68 2.94 3.89
H -1.62 2.14 1.83
H -0.10 4.12 1.81
H -0.13 3.01 0.43
H 2.28 4.80 1.76
H 4.65 4.10 2.11
H 5.17 1.67 2.26
H 4.30 -0.60 2.56
H 3.50 -0.78 1.00
H 2.21 -2.01 2.24
H 2.90 -0.37 4.46
H 2.62 -2.11 4.41
H 0.87 -0.73 5.72
H 0.16 -1.76 4.47
H 1.11 0.92 3.92
C -5.15 2.18 1.07
C -5.16 1.37 2.20
C -4.10 0.53 2.47
C -3.00 0.51 1.62
C -2.98 1.32 0.48
C -4.06 2.16 0.22
N -1.87 -0.32 1.87
N -2.27 -1.47 2.44
C -1.35 -2.42 2.34
C -1.66 -3.74 2.78
C -0.80 -4.75 2.51
C 0.39 -4.47 1.79
C 0.66 -3.19 1.43
N -0.16 -2.13 1.75
H -5.99 2.83 0.86
H -6.02 1.38 2.86
H -4.11 -0.12 3.34
H -2.15 1.27 -0.20
H -4.04 2.78 -0.67
H -2.60 -3.90 3.29
H -1.02 -5.76 2.81
H 1.06 -5.26 1.49
H 1.53 -2.95 0.83
C -2.03 3.59 -3.62
O -1.58 2.22 -3.62
C -0.83 1.85 -2.61
O -0.58 2.55 -1.64
C -0.34 0.44 -2.66
C -0.29 -0.31 -3.76
As 0.08 -2.30 -3.97
C 1.30 -2.18 -5.49
C 1.23 -2.20 -2.38
C 0.42 -1.80 -1.38
As 0.50 0.09 -0.89
C 2.20 0.86 -1.39
C -0.97 -2.40 -1.25
O -1.14 -3.58 -1.17
O -1.92 -1.47 -1.10
C -3.25 -2.00 -0.90
C 2.69 -1.97 -2.24
O 3.23 -2.04 -1.15
O 3.33 -1.84 -3.39
C 4.77 -1.78 -3.31
C -0.55 0.27 -5.12
O 0.21 1.04 -5.64
O -1.65 -0.24 -5.64
C -1.97 0.18 -6.99
H -2.66 3.69 -4.50
H -1.16 4.25 -3.70
H -2.58 3.81 -2.71
H 0.69 -2.29 -6.39
H 1.98 -3.03 -5.43
H 1.86 -1.26 -5.52
H 2.42 0.65 -2.44
H 3.01 0.51 -0.76
H 2.07 1.94 -1.27
H -3.91 -1.14 -0.97
H -3.32 -2.47 0.08
H -3.48 -2.73 -1.67
H 5.11 -1.81 -4.34
H 5.14 -2.63 -2.75
H 5.07 -0.85 -2.83
H -2.62 -0.59 -7.39
H -1.07 0.28 -7.58
H -2.50 1.13 -6.95
*
```

Atom charges from the Mulliken analysis, given in e for atoms 1 to 2:
1 Ti -1.0439
2 C -0.6189

***

Record 3
Below is a cluster of 10 separate species, C10H24Cl12N4O8 in total, with properties calculated with ωB97M-V/def2-TZVPD.

Results
<S²>: 0.75
HOMO (alpha / beta), eV: -1.3 / -5.0
Max |F|, Eh/bohr: 0.0982

ORCA input file:
```
! RIJCOSX wB97M-V def2-TZVPD def2/J DEFGRID3
* xyz -1 2
C -2.00 -2.47 -2.88
N -2.46 -3.85 -2.53
O -2.67 -4.60 -3.50
O -2.49 -4.09 -1.37
H -1.30 -2.05 -2.16
H -2.93 -1.89 -2.85
H -1.55 -2.40 -3.87
C 0.02 0.61 -0.55
N 1.39 0.33 -0.18
O 1.77 0.87 0.83
O 2.09 -0.42 -0.86
H -0.66 0.78 0.28
H -0.37 -0.29 -1.02
H 0.10 1.49 -1.19
C -4.80 1.01 0.03
N -4.15 -0.07 -0.82
O -3.05 0.27 -1.34
O -4.65 -1.19 -0.87
H -4.29 0.96 0.99
H -5.88 0.85 0.09
H -4.67 1.98 -0.46
C 1.84 -0.59 3.65
N 2.80 -0.58 4.86
O 3.60 0.30 4.85
O 2.75 -1.52 5.62
H 1.42 0.41 3.62
H 0.97 -1.21 3.83
H 2.43 -0.86 2.77
C 2.21 4.92 -0.13
Cl 1.35 4.18 -1.48
Cl 2.02 4.07 1.41
H 3.28 4.98 -0.32
H 1.80 5.92 0.00
C 1.71 -0.04 -4.39
Cl -0.06 -0.11 -4.12
Cl 2.26 1.58 -4.86
H 2.17 -0.26 -3.42
H 2.10 -0.76 -5.10
C -2.40 4.34 -0.31
Cl -4.05 4.93 -0.47
Cl -2.42 2.84 0.76
H -1.96 4.06 -1.27
H -1.88 5.11 0.26
C 1.97 -3.53 -0.60
Cl 0.60 -3.63 0.54
Cl 2.54 -5.18 -0.84
H 1.56 -3.12 -1.52
H 2.75 -2.89 -0.18
C -3.27 -2.00 2.89
Cl -2.09 -1.06 1.96
Cl -4.30 -0.98 4.03
H -3.91 -2.36 2.09
H -2.72 -2.71 3.50
C 5.42 0.10 1.42
Cl 5.84 -1.58 1.72
Cl 6.34 0.78 0.06
H 4.41 0.08 1.00
H 5.46 0.56 2.40
*
```

Atom charges from the Mulliken analysis, given in e for atoms 1 to 2:
1 C -0.4895
2 N 0.9668

***

Record 4
Below is a cluster of 2 separate species, C4H9NO2 in total, with properties calculated with ωB97M-V/def2-TZVPD.

Results
Structure (SMILES): [H]/N=C\C.COC=O
Relative energy (zero: lowest compared OMol25 entry of this formula, charge and spin), eV: 1.965
HOMO, eV: -9.7
Max |F|, Eh/bohr: 0.0097

ORCA input file:
```
! RIJCOSX wB97M-V def2-TZVPD def2/J DEFGRID3
* xyz 0 1
H 1.74 -0.87 -0.31
N 1.06 -0.12 -0.22
C 1.08 0.46 0.91
C 1.91 0.15 2.10
H 0.33 1.26 1.05
H 2.71 -0.57 1.86
H 2.33 1.06 2.53
H 1.23 -0.29 2.84
C -1.97 -1.00 -1.68
O -1.09 0.08 -2.00
C -0.96 0.97 -1.01
O -1.62 0.98 0.00
H -2.00 -1.64 -2.56
H -1.58 -1.57 -0.82
H -2.96 -0.63 -1.43
H -0.20 1.73 -1.25
*
```

Atom charges from the Mulliken analysis, given in e for atoms 1 to 2:
1 H 0.2024
2 N -0.5223

***

Record 5
Below is a cluster of 13 separate species, C5H36N2O13 in total, with properties calculated with ωB97M-V/def2-TZVPD.

Results
Relative energy (zero: lowest compared OMol25 entry of this formula, charge and spin), eV: 3.394
HOMO, eV: -9.2
Max |F|, Eh/bohr: 0.0561

ORCA input file:
```
! RIJCOSX wB97M-V def2-TZVPD def2/J DEFGRID3
* xyz 0 1
C 1.15 1.10 -1.10
N 0.08 0.12 -1.33
C -0.87 0.53 -2.36
C -0.75 -0.25 -0.17
C -1.00 -1.74 -0.34
N -0.09 -2.70 -0.12
C 1.29 -2.54 0.39
O -2.08 -2.16 -0.81
H 0.78 2.07 -0.78
H 1.52 1.18 -2.13
H 1.92 0.69 -0.41
H -1.41 1.49 -2.23
H -1.72 -0.16 -2.56
H -0.36 0.62 -3.33
H -0.25 -0.19 0.82
H -1.64 0.34 0.03
H -0.30 -3.65 -0.38
H 1.51 -1.54 0.73
H 2.05 -2.73 -0.38
H 1.54 -3.23 1.18
H -3.01 1.00 1.76
H -4.13 0.54 0.92
O -3.54 0.18 1.59
H -2.11 -3.28 -1.93
H -2.20 -3.84 -3.41
O -2.04 -4.10 -2.50
H 2.98 0.12 2.59
H 1.80 0.76 3.28
O 2.71 0.95 3.00
H 0.70 4.68 1.59
H 1.39 3.73 2.43
O 0.59 4.26 2.46
H 2.65 2.45 2.05
H 3.65 2.73 0.92
O 2.76 2.93 1.20
H 0.46 -2.25 -2.53
H 0.70 -3.65 -3.08
O 1.16 -2.82 -2.88
H 4.43 0.29 0.91
H 3.60 -0.71 -0.11
O 3.93 -0.51 0.79
H -1.50 2.41 0.85
H -1.03 2.95 2.09
O -1.21 2.06 1.75
H -3.24 3.52 0.30
H -2.91 2.60 -0.90
O -2.50 3.19 -0.24
H -0.12 0.77 2.30
H -0.51 -0.25 3.40
O 0.19 -0.02 2.78
H 2.27 -1.20 -2.01
H 3.74 -1.10 -2.42
O 3.13 -0.88 -1.71
H -3.86 0.44 -1.93
H -3.03 -0.29 -0.90
O -3.54 0.53 -1.02
*
```

Atom charges from the Mulliken analysis, given in e for atoms 1 to 2:
1 C -0.9408
2 N 0.6969

***

Record 6
Below is an isolated molecule of C4H6N2O, with properties calculated with ωB97M-V/def2-TZVPD.

Results
Structure (SMILES): [H]/N=C/OCCC#N
Relative energy (zero: lowest compared OMol25 entry of this formula, charge and spin), eV: 1.426
HOMO, eV: -10.7
Max |F|, Eh/bohr: 0.0213

ORCA input file:
```
! RIJCOSX wB97M-V def2-TZVPD def2/J DEFGRID3
* xyz 0 1
H -2.49 1.51 -0.65
N -1.74 0.83 -0.71
C -1.80 0.00 0.24
O -0.94 -1.02 0.40
C 0.28 -0.91 -0.34
C 1.24 -0.07 0.51
C 2.31 0.55 -0.26
N 3.14 1.07 -0.88
H -2.52 0.00 1.06
H 0.10 -0.46 -1.31
H 0.65 -1.93 -0.47
H 0.67 0.73 0.99
H 1.68 -0.67 1.31
*
```

Atom charges from the Mulliken analysis, given in e for atoms 1 to 2:
1 H 0.2362
2 N -0.5931

***

Record 7
Below is an isolated molecule of C3Cl2F2, with properties calculated with ωB97M-V/def2-TZVPD.

Results
Relative energy (zero: lowest compared OMol25 entry of this formula, charge and spin), eV: 3.059
HOMO (alpha / beta), eV: -10.1 / -8.8
Max |F|, Eh/bohr: 0.0552

ORCA input file:
```
! RIJCOSX wB97M-V def2-TZVPD def2/J DEFGRID3
* xyz 0 1
C -0.34 -0.32 -0.02
C 0.77 -0.85 -0.01
C -1.59 0.22 -0.04
F -2.32 0.68 -1.12
F -2.28 0.43 1.06
Cl 3.45 1.01 0.23
Cl 2.31 -1.17 -0.10
*
```

Atom charges from the Mulliken analysis, given in e for atoms 1 to 2:
1 C 0.1679
2 C 0.6786

***

Record 8
Below is an isolated molecule of C12H19N3, with properties calculated with ωB97M-V/def2-TZVPD.

Results
Structure (SMILES): CCCC/N=N/N(C)Cc1ccccc1
Relative energy (zero: lowest compared OMol25 entry of this formula, charge and spin), eV: 4.174
HOMO, eV: -8.1
Max |F|, Eh/bohr: 0.0916

ORCA input file:
```
! RIJCOSX wB97M-V def2-TZVPD def2/J DEFGRID3
* xyz 0 1
C -4.42 3.97 0.03
C -2.90 3.67 0.29
C -2.35 2.39 -0.26
C -1.02 2.15 0.41
N -0.71 0.79 0.22
N -0.10 0.44 -0.87
N 0.15 -0.91 -0.84
C 0.67 -1.48 -2.19
C 0.10 -1.77 0.31
C 1.59 -2.15 0.50
C 1.94 -3.59 0.67
C 3.29 -4.00 0.69
C 4.28 -3.07 0.63
C 3.95 -1.72 0.79
C 2.59 -1.25 0.69
H -4.97 3.28 0.57
H -4.55 3.83 -1.04
H -4.75 5.01 0.33
H -2.26 4.43 -0.17
H -2.86 3.86 1.42
H -3.01 1.56 0.03
H -2.28 2.51 -1.29
H -0.27 2.71 0.01
H -1.11 2.32 1.49
H 0.55 -2.61 -2.31
H 1.75 -1.31 -2.14
H 0.35 -0.93 -3.01
H -0.27 -1.30 1.24
H -0.57 -2.64 0.14
H 1.26 -4.36 0.39
H 3.26 -5.05 0.80
H 5.34 -3.38 0.56
H 4.85 -1.20 1.11
H 2.49 -0.18 0.82
*
```

Atom charges from the Mulliken analysis, given in e for atoms 1 to 2:
1 C -1.2862
2 C -0.4057

***

Record 9
Below is a structure of composition C40H34CaN5P2Se3, with properties calculated with ωB97M-V/def2-TZVPD.

Results
Relative energy (zero: lowest compared OMol25 entry of this formula, charge and spin), eV: 1.168
HOMO, eV: -9.6
Max |F|, Eh/bohr: 0.0459

ORCA input file:
```
! RIJCOSX wB97M-V def2-TZVPD def2/J DEFGRID3
* xyz 1 1
Ca -0.27 -0.09 0.01
C 1.69 1.34 2.62
C 2.66 0.72 1.83
C 2.77 1.06 0.49
C 1.96 2.04 -0.06
C 1.03 2.70 0.74
C 0.89 2.33 2.08
H 1.62 1.10 3.67
H 3.34 0.00 2.27
H 3.54 0.59 -0.11
H 2.11 2.36 -1.08
H 0.45 3.52 0.35
H 0.19 2.87 2.70
Se -4.77 5.37 -0.50
P -5.26 3.37 -0.25
C -6.25 2.99 1.23
C -6.61 4.01 2.10
C -7.47 3.74 3.15
C -7.96 2.45 3.33
C -7.58 1.43 2.48
C -6.73 1.70 1.42
C -6.20 2.72 -1.66
C -5.47 2.47 -2.81
C -6.12 2.18 -4.00
C -7.51 2.16 -4.03
C -8.24 2.42 -2.87
C -7.59 2.70 -1.69
C -3.81 2.28 -0.16
C -3.43 0.93 -0.29
N -2.09 0.92 -0.11
N -1.69 2.16 0.10
N -2.69 2.97 0.07
P -4.09 -0.73 -0.51
Se -2.49 -2.13 -0.76
C -5.24 -0.87 -1.91
C -6.60 -0.62 -1.78
C -7.43 -0.78 -2.88
C -6.90 -1.16 -4.10
C -5.54 -1.41 -4.23
C -4.71 -1.27 -3.13
C -4.90 -1.15 1.05
C -5.98 -2.03 1.11
C -6.52 -2.35 2.35
C -5.98 -1.83 3.51
C -4.88 -0.97 3.45
C -4.34 -0.64 2.22
H -6.23 5.00 1.93
H -7.76 4.53 3.82
H -8.66 2.25 4.13
H -7.96 0.43 2.61
H -6.43 0.93 0.72
H -4.39 2.51 -2.77
H -5.55 1.98 -4.89
H -8.02 1.96 -4.96
H -9.32 2.41 -2.90
H -8.15 2.90 -0.79
H -7.02 -0.32 -0.83
H -8.49 -0.61 -2.76
H -7.56 -1.28 -4.94
H -5.13 -1.72 -5.17
H -3.66 -1.50 -3.22
H -6.40 -2.44 0.21
H -7.37 -3.00 2.40
H -6.41 -2.07 4.46
H -4.47 -0.55 4.35
H -3.49 0.04 2.17
C 2.09 -2.62 3.98
N 0.79 -2.97 3.49
C 0.33 -2.77 2.24
Se 1.32 -2.15 0.82
N -0.96 -3.16 2.18
C -1.36 -3.62 3.41
C -2.56 -4.13 3.88
C -2.60 -4.50 5.21
C -1.49 -4.39 6.04
C -0.29 -3.88 5.58
C -0.24 -3.50 4.25
H 2.78 -2.52 3.14
H 2.46 -3.41 4.64
H 2.04 -1.69 4.55
H -1.51 -3.17 1.32
H -3.42 -4.23 3.23
H -3.51 -4.91 5.62
H -1.57 -4.70 7.07
H 0.57 -3.82 6.23
*
```

Atom charges from the Mulliken analysis, given in e for atoms 1 to 2:
1 Ca 1.0465
2 C -0.4032

***

Record 10
Below is an isolated molecule of C2H12N2Si2, with properties calculated with ωB97M-V/def2-TZVPD.

Results
Structure (SMILES): CN(C)N([SiH3])[SiH3]
Relative energy (zero: lowest compared OMol25 entry of this formula, charge and spin), eV: 0.867
HOMO, eV: -8.9
Max |F|, Eh/bohr: 0.1066

ORCA input file:
```
! RIJCOSX wB97M-V def2-TZVPD def2/J DEFGRID3
* xyz 0 1
C 1.39 -0.34 1.51
N 0.60 0.50 0.73
C 1.35 1.02 -0.39
N -0.94 -0.17 0.16
Si -1.88 1.14 -0.42
Si -0.73 -1.68 -0.73
H 0.76 -1.02 2.02
H 2.13 -0.97 0.97
H 1.84 0.29 2.27
H 2.29 1.39 0.08
H 1.54 0.33 -1.16
H 0.83 1.77 -0.95
H -2.92 1.17 0.67
H -1.16 2.33 -0.43
H -2.52 0.59 -1.69
H -2.26 -1.74 -1.12
H -0.40 -2.54 0.41
H 0.09 -2.08 -1.92
*
```

Atom charges from the Mulliken analysis, given in e for atoms 1 to 2:
1 C -1.0326
2 N -0.1812

***

Record 11
Below is a cluster of 2 separate species, C4H11NO in total, with properties calculated with ωB97M-V/def2-TZVPD.

Results
Structure (SMILES): CC(N)=O.CC
Relative energy (zero: lowest compared OMol25 entry of this formula, charge and spin), eV: 0.676
HOMO, eV: -9.8
Max |F|, Eh/bohr: 0.0657

ORCA input file:
```
! RIJCOSX wB97M-V def2-TZVPD def2/J DEFGRID3
* xyz 0 1
C 1.59 0.64 -0.83
C 1.15 -0.83 -1.01
N 0.59 -1.08 -2.21
O 1.37 -1.62 -0.11
H 0.76 1.30 -0.46
H 1.71 1.12 -1.81
H 2.55 0.69 -0.32
H 0.46 -2.04 -2.51
H 0.19 -0.34 -2.79
C -1.53 0.40 0.79
C -0.97 0.11 2.19
H -2.64 0.50 0.81
H -1.15 1.30 0.35
H -1.29 -0.48 0.15
H -0.47 -0.81 2.35
H -1.91 0.18 2.80
H -0.42 0.95 2.60
*
```

Atom charges from the Mulliken analysis, given in e for atoms 1 to 2:
1 C -0.9005
2 C 0.6449